(1)
Computed, not measured: an isolated molecule of C23H31N3O2, with wB97M-V/def2-TZVPD.

The energy relative to the best compared isomer or geometry (same formula, charge and spin) comes out at 8.9 kcal/mol. The calculation puts the HOMO energy at -0.2971 Ha. For the HOMO-LUMO gap, the calculation gives 0.309 Eh. The total energy comes out at -32920.909 eV.

ORCA input file:
```
! RIJCOSX wB97M-V def2-TZVPD def2/J DEFGRID3
* xyz 0 1
C -2.90404 1.13427 -1.64668
C -3.58954 -0.18783 -1.97442
N -3.22414 -1.24699 -1.05340
C -4.19846 -2.32177 -1.01221
C -5.41497 -1.94710 -0.16840
C -1.83922 -1.67072 -1.17375
C -1.00568 -1.15326 0.00454
C -1.49044 -1.74010 1.32707
C -0.77082 -1.16735 2.55052
C -1.35561 0.16577 3.03441
C -1.28814 1.29539 2.02503
O -2.26854 1.89276 1.63803
N -0.00687 1.57021 1.63895
C 0.44009 2.43427 0.65633
C -0.36577 3.45773 0.15431
C 0.12045 4.33549 -0.79102
C 1.42613 4.22359 -1.24579
C 2.22321 3.19646 -0.78327
C 1.74636 2.26993 0.14480
C 2.58969 1.13071 0.59302
O 2.46434 0.60174 1.69171
N 3.48203 0.70021 -0.33912
C 4.44376 -0.31135 -0.24756
C 4.69468 -1.02382 0.92092
C 5.67310 -2.00151 0.93122
C 6.40813 -2.28151 -0.20761
C 6.16000 -1.57274 -1.37167
C 5.18574 -0.59445 -1.39379
H -3.04484 1.37531 -0.59669
H -1.83775 1.09341 -1.85746
H -3.33687 1.92935 -2.24986
H -4.66775 -0.04046 -1.89777
H -3.36494 -0.47106 -3.02202
H -3.72421 -3.19129 -0.55138
H -4.52881 -2.61683 -2.02506
H -5.09034 -1.59975 0.80840
H -5.99735 -1.15710 -0.63417
H -6.05713 -2.81534 -0.04060
H -1.40219 -1.30372 -2.11282
H -1.77564 -2.76420 -1.19546
H 0.04539 -1.41013 -0.15533
H -1.09592 -0.07092 0.03128
H -1.34049 -2.82265 1.30298
H -2.56107 -1.55180 1.41075
H -0.86134 -1.87618 3.37718
H 0.29436 -1.06308 2.33176
H -2.40623 0.02929 3.29597
H -0.81740 0.48635 3.93054
H 0.73583 0.98271 2.01930
H -1.37238 3.55223 0.52497
H -0.51487 5.12551 -1.16157
H 1.82004 4.93310 -1.95736
H 3.24787 3.14121 -1.12508
H 3.43714 1.14564 -1.24525
H 4.12711 -0.81022 1.81037
H 5.86135 -2.54856 1.84289
H 7.17010 -3.04580 -0.19036
H 6.72774 -1.78134 -2.26631
H 4.99515 -0.04168 -2.30400
*
```

=====

(2)
Computed, not measured: the ion C23H31N4O2 with charge +1, with wB97M-V/def2-TZVPD.

The calculation puts the HOMO energy at -0.4054 Ha. For the HOMO-LUMO gap, the calculation gives 0.334 Eh. The total energy comes out at -34405.113 eV.

ORCA input file:
```
! RIJCOSX wB97M-V def2-TZVPD def2/J DEFGRID3
* xyz 1 1
N -1.56205 -0.86038 -1.12165
C -0.35699 -0.34974 -1.30331
N 0.75256 -1.03580 -1.64809
C 0.83568 -2.46596 -1.80906
C 0.87825 -3.22981 -0.47131
O -0.41033 -3.15906 0.09531
C 1.96480 -2.68556 0.47159
O 1.57627 -1.40790 0.92195
C 2.53812 -0.53095 1.36289
C 3.88198 -0.83225 1.52696
C 4.75900 0.15863 1.93954
C 4.31116 1.44004 2.19755
C 2.96397 1.73212 2.05902
C 2.08329 0.75473 1.64543
C 1.80829 -0.13737 -1.73659
C 3.15375 -0.31715 -2.00127
C 3.96055 0.80721 -1.98009
C 3.44085 2.06811 -1.71132
C 2.09356 2.25657 -1.45777
C 1.28228 1.13637 -1.47150
N -0.07477 0.96863 -1.22267
C -1.04359 2.02734 -1.02063
C -1.76634 1.94748 0.33220
N -2.86223 0.98723 0.31623
C -4.07725 1.53738 -0.29587
C -5.31371 0.70299 0.05321
C -4.92140 -0.75756 0.23573
C -3.97573 -0.88228 1.43671
C -3.15527 0.40137 1.62257
H -1.61274 -1.85565 -0.95196
H -2.24379 -0.23999 -0.61167
H 1.73571 -2.68857 -2.38222
H -0.03318 -2.81447 -2.37486
H 1.13010 -4.27794 -0.70082
H -0.38657 -3.50384 0.99497
H 2.08675 -3.36603 1.32695
H 2.91156 -2.64515 -0.07811
H 4.26108 -1.82735 1.35584
H 5.80277 -0.08480 2.06438
H 5.00247 2.20303 2.51757
H 2.59825 2.72401 2.27610
H 1.02943 0.96086 1.54169
H 3.56988 -1.28888 -2.21360
H 5.01568 0.70161 -2.17391
H 4.10249 2.91892 -1.69940
H 1.70649 3.24040 -1.24927
H -0.49860 2.96893 -1.08090
H -1.77363 2.00126 -1.83482
H -1.04335 1.64682 1.09453
H -2.12356 2.95482 0.59315
H -3.93444 1.54073 -1.38047
H -4.23503 2.57747 0.02540
H -5.76960 1.06713 0.97449
H -6.05101 0.80813 -0.74176
H -4.43514 -1.11351 -0.67432
H -5.80940 -1.36745 0.39545
H -4.54776 -1.05950 2.34709
H -3.30950 -1.73415 1.29472
H -2.21408 0.16303 2.12279
H -3.69602 1.11568 2.25717
*
```

=====

(3)
Computed, not measured: an isolated molecule of C23H31N5O2, with wB97M-V/def2-TZVPD.

The energy relative to the best compared isomer or geometry (same formula, charge and spin) comes out at 65.5 kcal/mol. The calculation puts the HOMO energy at -0.2885 Ha. For the HOMO-LUMO gap, the calculation gives 0.286 Eh. The total energy comes out at -35899.685 eV.

ORCA input file:
```
! RIJCOSX wB97M-V def2-TZVPD def2/J DEFGRID3
* xyz 0 1
C 6.64652 1.48635 1.45719
C 5.55754 2.42228 0.94759
C 4.28041 1.66492 0.59191
C 3.18633 2.59686 0.07599
C 1.92218 1.82772 -0.29709
C 0.83857 2.76083 -0.82851
O -0.35977 2.04659 -1.14375
C -0.41567 1.45771 -2.33357
O 0.45162 1.48278 -3.16237
C -1.78074 0.78333 -2.53569
C -1.66757 -0.46524 -3.24566
N -1.60869 -1.46837 -3.78980
C -2.57424 0.64074 -1.25034
N -3.49020 1.55765 -1.13486
C -4.34434 1.53254 -0.08936
C -5.32053 2.53044 0.06481
C -6.20994 2.44503 1.10209
C -6.15608 1.37040 2.00469
C -5.21486 0.38565 1.87598
C -4.27854 0.45243 0.82594
N -3.32785 -0.48772 0.70185
C -2.44254 -0.41760 -0.28110
N -1.54961 -1.44619 -0.34273
C -1.74079 -2.54884 0.58455
C -1.26087 -3.85161 -0.07188
N 0.09947 -3.81436 -0.54849
C 1.15658 -4.25929 0.32580
C 1.55562 -3.37031 1.51223
C 0.32502 -2.64777 -1.36360
C -0.15926 -1.33174 -0.72766
H 7.54666 2.04455 1.70269
H 6.89753 0.74602 0.70080
H 6.31308 0.96279 2.35058
H 5.91908 2.95214 0.06372
H 5.33306 3.16926 1.71229
H 3.91825 1.13503 1.47620
H 4.50700 0.91812 -0.17238
H 2.94867 3.33828 0.84227
H 3.55310 3.13230 -0.80215
H 2.15923 1.08971 -1.06673
H 1.53656 1.29930 0.57796
H 0.54197 3.49096 -0.07324
H 1.19196 3.27581 -1.72756
H -2.35305 1.47855 -3.16849
H -5.34390 3.34470 -0.64276
H -6.96504 3.20594 1.23299
H -6.87269 1.32796 2.81215
H -5.15719 -0.44204 2.56558
H -2.80235 -2.61882 0.81765
H -1.19780 -2.35294 1.51745
H -1.37483 -4.67665 0.63279
H -1.90269 -4.04352 -0.94034
H 2.04003 -4.41196 -0.30304
H 0.85462 -5.23820 0.71037
H 0.71756 -3.21245 2.18630
H 1.92705 -2.40641 1.17237
H 2.35088 -3.85940 2.07040
H 1.38813 -2.56488 -1.59416
H -0.22402 -2.78433 -2.30287
H -0.00595 -0.53079 -1.44356
H 0.43739 -1.10428 0.16859
*
```

=====

(4)
Computed, not measured: an isolated molecule of C23H31NO5, with wB97M-V/def2-TZVPD.

The energy relative to the best compared isomer or geometry (same formula, charge and spin) comes out at 106.6 kcal/mol. The calculation puts the HOMO energy at -0.2861 Ha. For the HOMO-LUMO gap, the calculation gives 0.316 Eh. The total energy comes out at -36079.052 eV.

ORCA input file:
```
! RIJCOSX wB97M-V def2-TZVPD def2/J DEFGRID3
* xyz 0 1
C -8.45659 -0.88322 -2.01200
C -7.80596 -1.73734 -0.93042
C -7.45635 -0.94461 0.32998
C -6.26047 -0.01934 0.13894
O -5.11180 -0.80729 -0.12279
C -3.94253 -0.06486 -0.30080
C -2.80536 -1.03122 -0.65894
C -1.84352 -0.89530 0.54847
C -0.61602 -0.09684 0.17511
C 0.39547 -0.69564 -0.55215
C 1.51510 0.02970 -0.93343
C 1.63846 1.36483 -0.59169
O 2.68698 2.17307 -0.92014
C 3.74086 1.63413 -1.68343
C 4.55528 0.58577 -0.96312
C 4.66493 0.60668 0.42277
C 5.41466 -0.34275 1.08125
C 6.08511 -1.33685 0.36698
O 6.80084 -2.22530 1.11255
C 7.50188 -3.24821 0.44972
C 5.98376 -1.35835 -1.01921
C 5.22005 -0.40347 -1.66962
C 0.61103 1.97945 0.15701
O 0.80975 3.29295 0.46167
C -0.17867 3.95439 1.21160
C -0.50021 1.24340 0.52643
N -2.62199 -0.22158 1.58367
C -3.34710 -1.13438 2.44901
O -3.52913 0.60768 0.86599
H -7.78057 -0.10492 -2.35619
H -8.72516 -1.49907 -2.86729
H -9.36048 -0.41057 -1.63259
H -8.49177 -2.54211 -0.65637
H -6.89260 -2.19076 -1.31763
H -7.21420 -1.64183 1.13394
H -8.31230 -0.34375 0.64283
H -6.09506 0.57954 1.04455
H -6.42236 0.67316 -0.69966
H -4.10842 0.72511 -1.05226
H -2.31796 -0.75361 -1.58971
H -3.21744 -2.03511 -0.74634
H -1.53170 -1.87694 0.91366
H 0.32175 -1.73732 -0.82800
H 2.29501 -0.46654 -1.48784
H 3.36492 1.23364 -2.63628
H 4.37622 2.49977 -1.90659
H 4.14998 1.37338 0.98156
H 5.50148 -0.33754 2.15609
H 7.99373 -3.82367 1.23248
H 6.82562 -3.90379 -0.10887
H 8.25894 -2.84308 -0.22986
H 6.48779 -2.11149 -1.60424
H 5.14552 -0.43461 -2.74789
H 0.18120 4.97498 1.33440
H -1.14048 3.96880 0.68868
H -0.31218 3.49477 2.19633
H -1.29666 1.68841 1.09707
H -3.96836 -1.85319 1.90267
H -2.61639 -1.66451 3.05688
H -3.98187 -0.53666 3.10106
*
```

=====

> Which of these has the highest HOMO?

C23H31NO5

=====

> Which of these has the lowest HOMO?

C23H31N4O2

=====

> What is the formula in the second record?

C23H31N4O2

=====

Copy entry 4 word for word.
Computed, not measured: an isolated molecule of C23H31NO5, with wB97M-V/def2-TZVPD.

The energy relative to the best compared isomer or geometry (same formula, charge and spin) comes out at 106.6 kcal/mol. The calculation puts the HOMO energy at -0.2861 Ha. For the HOMO-LUMO gap, the calculation gives 0.316 Eh. The total energy comes out at -36079.052 eV.

ORCA input file:
```
! RIJCOSX wB97M-V def2-TZVPD def2/J DEFGRID3
* xyz 0 1
C -8.45659 -0.88322 -2.01200
C -7.80596 -1.73734 -0.93042
C -7.45635 -0.94461 0.32998
C -6.26047 -0.01934 0.13894
O -5.11180 -0.80729 -0.12279
C -3.94253 -0.06486 -0.30080
C -2.80536 -1.03122 -0.65894
C -1.84352 -0.89530 0.54847
C -0.61602 -0.09684 0.17511
C 0.39547 -0.69564 -0.55215
C 1.51510 0.02970 -0.93343
C 1.63846 1.36483 -0.59169
O 2.68698 2.17307 -0.92014
C 3.74086 1.63413 -1.68343
C 4.55528 0.58577 -0.96312
C 4.66493 0.60668 0.42277
C 5.41466 -0.34275 1.08125
C 6.08511 -1.33685 0.36698
O 6.80084 -2.22530 1.11255
C 7.50188 -3.24821 0.44972
C 5.98376 -1.35835 -1.01921
C 5.22005 -0.40347 -1.66962
C 0.61103 1.97945 0.15701
O 0.80975 3.29295 0.46167
C -0.17867 3.95439 1.21160
C -0.50021 1.24340 0.52643
N -2.62199 -0.22158 1.58367
C -3.34710 -1.13438 2.44901
O -3.52913 0.60768 0.86599
H -7.78057 -0.10492 -2.35619
H -8.72516 -1.49907 -2.86729
H -9.36048 -0.41057 -1.63259
H -8.49177 -2.54211 -0.65637
H -6.89260 -2.19076 -1.31763
H -7.21420 -1.64183 1.13394
H -8.31230 -0.34375 0.64283
H -6.09506 0.57954 1.04455
H -6.42236 0.67316 -0.69966
H -4.10842 0.72511 -1.05226
H -2.31796 -0.75361 -1.58971
H -3.21744 -2.03511 -0.74634
H -1.53170 -1.87694 0.91366
H 0.32175 -1.73732 -0.82800
H 2.29501 -0.46654 -1.48784
H 3.36492 1.23364 -2.63628
H 4.37622 2.49977 -1.90659
H 4.14998 1.37338 0.98156
H 5.50148 -0.33754 2.15609
H 7.99373 -3.82367 1.23248
H 6.82562 -3.90379 -0.10887
H 8.25894 -2.84308 -0.22986
H 6.48779 -2.11149 -1.60424
H 5.14552 -0.43461 -2.74789
H 0.18120 4.97498 1.33440
H -1.14048 3.96880 0.68868
H -0.31218 3.49477 2.19633
H -1.29666 1.68841 1.09707
H -3.96836 -1.85319 1.90267
H -2.61639 -1.66451 3.05688
H -3.98187 -0.53666 3.10106
*
```